1.
Density functional theory data (wB97M-V/def2-TZVPD) for a structure of composition C19H24N6O2PdS.

CARTESIAN COORDINATES (ANGSTROEM)
Pd: -0.370 -0.465 0.320
S: 0.868 -0.921 4.603
O: -0.660 0.290 -1.497
O: 0.913 -1.926 -0.759
N: 0.121 -1.074 2.170
N: -3.591 -4.600 -3.113
N: -1.701 1.254 -3.201
N: -2.198 -1.593 0.300
N: 2.743 -3.210 -0.969
N: 2.966 -0.987 -0.394
C: -1.663 0.960 -1.923
C: -3.517 -3.990 -2.144
C: -2.365 -2.316 -0.809
C: 4.178 -3.464 -0.981
C: -2.758 1.429 -1.017
C: -2.769 2.084 -3.773
C: -3.038 -1.756 1.331
C: 2.169 -2.033 -0.718
C: 0.756 -4.863 3.745
C: 0.306 -2.401 2.575
C: 0.951 -3.734 4.509
C: -4.278 -3.407 0.137
C: 0.341 -4.770 2.406
C: -0.595 0.816 -4.064
C: -3.398 -3.235 -0.927
C: -4.090 -2.651 1.282
C: 0.382 -0.234 3.136
C: 0.718 -2.498 3.904
C: 0.114 -3.551 1.807
H: 4.671 -2.925 -1.791
H: 1.268 -3.804 5.540
H: -5.089 -4.119 0.063
H: -1.652 -2.166 -1.610
H: -2.938 2.496 -1.148
H: 0.291 0.838 3.024
H: -4.750 -2.752 2.132
H: -0.459 -0.259 -3.977
H: 0.329 1.314 -3.775
H: -2.853 -1.153 2.209
H: -3.689 0.905 -1.239
H: 4.630 -3.197 -0.025
H: -0.838 1.072 -5.089
H: -2.739 1.981 -4.852
H: -3.744 1.753 -3.425
H: -2.496 1.246 0.022
H: 0.197 -5.678 1.836
H: 0.927 -5.836 4.183
H: 4.336 -4.526 -1.140
H: -0.188 -3.481 0.772
H: 2.107 -3.959 -1.184
H: 2.573 -0.066 -0.502
H: -2.625 3.134 -3.518
H: 3.961 -1.052 -0.532

## Properties
E_LUMO (alpha / beta): -7.6 / -7.6 eV
maximum force: 0.0110 hartree/bohr
relative energy (zero: lowest compared OMol25 entry of this formula, charge and spin): 149.7 kJ/mol
charge: +2
gap between HOMO and LUMO (alpha / beta): 7.087 / 7.071 eV

2.
Density functional theory data (wB97M-V/def2-TZVPD) for a cluster of 6 separate species, C19H25BF6NO16P in total at a distorted geometry.

CARTESIAN COORDINATES (ANGSTROEM)
P: -1.333 1.238 1.132
F: -1.089 -4.564 7.259
F: 2.945 0.886 -8.331
F: -1.960 0.415 -0.273
F: -6.461 -0.702 5.377
F: 0.129 6.014 -5.398
F: 1.719 -2.868 -2.123
O: 1.339 0.928 -6.756
O: -3.910 -2.064 3.536
O: -5.002 -2.412 5.473
O: 0.241 1.596 -4.898
O: -3.489 -3.923 4.745
O: 0.255 -5.924 4.409
O: 1.765 2.951 -5.860
O: 4.990 0.110 -2.058
O: 3.439 -1.489 -1.683
O: 0.139 -3.942 5.474
O: 3.173 -0.037 -3.392
O: 1.455 -4.167 3.653
O: 1.784 8.142 -1.888
O: 0.689 6.173 -2.018
O: 1.424 0.748 0.506
O: 1.220 7.292 -3.905
N: 0.289 -1.175 1.835
C: 2.030 1.684 -7.732
C: -5.176 -1.050 5.131
C: -0.316 2.377 3.863
C: 1.278 7.287 -2.539
C: 3.969 -0.421 -2.349
C: -4.081 -2.896 4.597
C: -0.529 -6.122 5.582
C: 1.565 -1.931 1.636
C: 0.888 5.970 -4.275
C: 2.695 2.756 -6.922
C: 1.041 1.804 -5.756
C: -0.920 -1.995 1.556
C: -0.956 -4.725 5.917
C: -4.883 -1.031 3.661
C: -0.741 2.100 2.745
C: 0.092 5.476 -3.106
C: 0.691 -4.634 4.439
C: 2.091 -1.565 -2.102
C: 2.128 -1.001 -3.487
B: 0.269 0.134 1.164
H: 1.461 -1.013 -1.400
H: -4.505 -0.431 5.732
H: 1.802 5.403 -4.469
H: 1.186 -0.532 -3.772
H: -1.871 -4.397 5.413
H: 0.172 4.396 -2.974
H: 2.077 -1.739 0.626
H: -1.367 2.508 0.496
H: 3.656 2.438 -6.510
H: -0.093 2.386 4.961
H: 0.090 -6.572 6.362
H: -1.137 -2.152 0.460
H: 1.322 2.056 -8.477
H: -4.486 -0.073 3.327
H: -0.780 -2.976 2.111
H: -2.497 0.778 1.832
H: 2.390 -1.749 -4.239
H: 2.248 -1.621 2.490
H: -0.965 5.744 -3.174
H: -1.855 -1.535 2.012
H: 2.843 3.675 -7.489
H: 1.371 -3.030 1.798
H: -5.758 -1.281 3.055
H: 1.185 1.050 -0.389
H: -1.375 -6.779 5.382

## Properties
SMILES: C#C[PH2](F)B(O)N(C)C.O=C1OC[C@@H](F)O1.O=C1OC[C@@H](F)O1.O=C1OC[C@@H](F)O1.O=C1OC[C@@H](F)O1.O=C1OC[C@@H](F)O1
E_LUMO: 0.1 eV
maximum force: 0.0617 hartree/bohr
gap between HOMO and LUMO: 9.570 eV

3.
Density functional theory data (wB97M-V/def2-TZVPD) for a structure of composition C19H25BrF5MnN3SiTe.

CARTESIAN COORDINATES (ANGSTROEM)
Te: -0.898 -2.354 1.581
Br: -0.425 -1.048 -2.867
Mn: -1.064 0.152 0.481
Si: 3.846 -0.539 -0.120
F: -2.070 2.525 3.938
F: -2.793 0.624 2.151
F: -0.119 2.761 3.036
F: -1.912 3.188 1.891
F: -1.025 0.201 3.447
N: 0.717 2.802 0.019
N: -2.361 -1.006 -0.903
N: -1.336 1.896 -0.585
C: 0.854 -0.117 0.259
C: 4.740 1.098 0.068
C: -2.039 4.336 -1.763
C: -4.255 -2.444 -2.344
C: -3.591 -1.238 -0.405
C: -2.926 3.256 -1.789
C: -2.097 -1.473 -2.116
C: -1.376 2.357 2.800
C: 0.407 -3.345 0.231
C: 0.512 -2.451 3.163
C: -3.002 -2.206 -2.872
C: 4.499 -1.754 1.153
C: -2.524 2.090 -1.197
C: -4.560 -1.939 -1.086
C: -1.383 0.903 2.314
C: 2.061 -0.287 0.120
C: -0.476 2.939 -0.580
C: -0.822 4.178 -1.166
C: 4.147 -1.230 -1.837
H: 0.090 -3.118 -0.784
H: -4.986 -3.007 -2.909
H: 0.185 -1.775 3.946
H: 1.354 3.576 0.013
H: -2.309 5.286 -2.208
H: -0.106 4.988 -1.124
H: -2.717 -2.561 -3.851
H: 1.477 -2.127 2.778
H: 1.056 1.882 0.286
H: -3.194 1.242 -1.189
H: 1.403 -2.937 0.379
H: 5.208 -1.428 -2.008
H: -3.772 -0.844 0.588
H: -5.528 -2.094 -0.633
H: 0.565 -3.470 3.536
H: 4.343 -1.374 2.165
H: 5.568 -1.934 1.020
H: 3.985 -2.715 1.073
H: 0.385 -4.418 0.406
H: -3.900 3.323 -2.250
H: 5.822 0.981 -0.023
H: 4.528 1.539 1.045
H: 4.410 1.804 -0.697
H: 3.806 -0.528 -2.601
H: 3.603 -2.167 -1.976

## Properties
E_LUMO (alpha / beta): -0.1 / -0.1 eV
maximum force: 0.0090 hartree/bohr
relative energy (zero: lowest compared OMol25 entry of this formula, charge and spin): 31.2 kJ/mol
multiplicity: 2
gap between HOMO and LUMO (alpha / beta): 7.512 / 7.146 eV

4.
Density functional theory data (wB97M-V/def2-TZVPD) for a structure of composition C19H25Cl2N2O2Si2Zr at a distorted geometry.

CARTESIAN COORDINATES (ANGSTROEM)
Zr: -0.310 -0.244 0.005
Cl: -5.149 0.227 0.001
Cl: -6.133 -5.054 -0.006
Si: 2.978 -1.651 0.003
Si: -1.436 2.754 0.001
O: -2.312 -0.622 0.000
O: -0.434 -2.375 -0.003
N: 1.765 -0.306 0.002
N: 0.043 1.741 -0.003
C: 1.418 2.106 -0.004
C: -2.331 2.278 -1.571
C: 3.230 3.688 -0.007
C: 2.328 1.032 -0.001
C: -4.980 -3.774 -0.004
C: -5.435 -2.448 -0.003
C: 3.684 1.327 -0.002
C: -1.259 4.598 0.003
C: -1.337 -3.245 -0.003
C: 3.963 -1.575 -1.577
C: 1.868 3.415 -0.007
C: -3.172 -1.615 -0.001
C: -4.556 -1.388 -0.001
C: 2.206 -3.351 0.004
C: -3.638 -4.036 -0.004
C: -2.323 2.274 1.576
C: -2.726 -2.959 -0.003
C: 4.133 2.643 -0.005
C: 3.962 -1.574 1.583
H: 1.617 -3.571 -0.886
H: 4.624 -0.718 -1.682
H: -3.388 2.547 -1.559
H: -6.499 -2.252 -0.002
H: -0.754 4.979 -0.885
H: 4.569 -2.477 1.676
H: 3.271 -1.559 2.430
H: -1.856 2.817 -2.396
H: 4.420 0.541 0.000
H: 4.624 -0.717 1.688
H: 1.157 4.226 -0.009
H: -2.273 5.009 0.007
H: -2.281 1.210 1.830
H: -3.274 -5.055 -0.005
H: 3.271 -1.561 -2.424
H: 3.575 4.712 -0.010
H: 1.615 -3.569 0.893
H: 4.570 -2.479 -1.669
H: -0.748 4.976 0.889
H: 5.197 2.839 -0.005
H: -1.846 2.812 2.400
H: -2.293 1.215 -1.825
H: -3.381 2.539 1.569
H: 3.059 -4.036 0.006
H: -1.020 -4.294 -0.004

## Properties
E_LUMO: -4.7 eV
maximum force: 0.0305 hartree/bohr
charge: +1
gap between HOMO and LUMO: 5.950 eV

5.
Density functional theory data (wB97M-V/def2-TZVPD) for a structure of composition C19H25Cl3MnO12P.

CARTESIAN COORDINATES (ANGSTROEM)
Mn: 1.252 0.900 0.607
Cl: -4.074 1.060 -4.767
Cl: 2.263 5.473 1.368
Cl: 3.080 2.796 0.556
P: 0.305 -1.271 0.298
O: 2.384 0.265 1.819
O: 0.673 -2.167 1.529
O: -1.070 3.826 3.852
O: 2.337 1.641 -3.016
O: 0.001 0.774 2.331
O: -1.240 -1.097 0.347
O: 1.616 0.825 -1.104
O: -0.411 4.470 0.493
O: 0.785 -2.122 -0.901
O: 0.203 2.368 0.344
O: 0.974 3.103 3.240
O: 2.852 -0.724 3.754
C: -0.948 1.776 2.715
C: 0.473 3.669 0.408
C: -2.393 1.061 -2.663
C: -1.137 1.120 -2.082
C: -0.245 -2.296 -3.117
C: -0.144 1.394 -4.257
C: -0.004 1.280 -2.872
C: 1.026 -2.074 -2.346
C: 2.066 -0.162 3.060
C: -1.391 1.324 -4.847
C: 1.874 -3.023 1.634
C: -0.219 2.971 3.298
C: 1.643 -3.979 2.771
C: 1.931 4.136 0.290
C: -2.510 1.155 -4.042
C: 1.392 1.306 -2.362
C: -2.236 -2.097 0.759
C: -2.919 -2.677 -0.451
C: 0.638 0.121 3.439
H: -3.699 -3.366 -0.123
H: 0.740 1.532 -4.864
H: -2.923 -1.542 1.392
H: -0.975 -1.511 -2.927
H: -1.065 1.065 -1.008
H: 0.133 -0.826 3.635
H: -3.280 0.954 -2.055
H: -0.682 -3.266 -2.882
H: -1.494 2.087 1.828
H: 2.518 -4.621 2.876
H: 1.508 -3.440 3.708
H: 0.611 0.732 4.339
H: -3.383 -1.897 -1.052
H: 1.513 -1.134 -2.572
H: -0.006 -2.283 -4.181
H: -1.505 1.404 -5.919
H: 2.719 -2.363 1.821
H: 1.999 -3.524 0.678
H: -1.650 1.354 3.434
H: -0.572 4.609 4.141
H: -1.730 -2.852 1.358
H: 0.776 -4.612 2.586
H: 1.745 -2.875 -2.501
H: 2.097 4.484 -0.727
H: -2.217 -3.233 -1.071

## Properties
E_LUMO (alpha / beta): -5.6 / -4.9 eV
maximum force: 0.0169 hartree/bohr
relative energy (zero: lowest compared OMol25 entry of this formula, charge and spin): 0.0 kJ/mol
multiplicity: 2
charge: +1
gap between HOMO and LUMO (alpha / beta): 6.510 / 7.203 eV

6.
Density functional theory data (wB97M-V/def2-TZVPD) for a structure of composition C19H25ClIrN3O7STe at a distorted geometry.

CARTESIAN COORDINATES (ANGSTROEM)
Ir: 0.013 -0.622 -0.620
Te: -0.425 1.872 -1.829
Cl: -4.163 -3.290 -3.555
S: 0.799 -1.796 -3.113
O: -0.119 -2.194 -4.141
O: 1.410 -1.616 0.864
O: 0.362 0.984 1.081
O: 2.449 0.341 -0.563
O: 2.206 -1.960 -3.396
O: 0.454 -2.452 -1.790
O: 0.541 -0.292 -2.787
N: -2.172 -1.313 -0.801
N: 1.678 1.995 2.591
N: 2.895 -3.180 0.158
C: -3.315 2.460 -0.844
C: -4.326 3.255 -0.327
C: 3.151 -0.893 -0.618
C: -1.742 4.258 -0.506
C: 0.539 2.267 3.464
C: -3.032 -1.282 0.225
C: -4.646 -2.540 -1.000
C: -2.022 2.965 -0.946
C: -4.048 4.545 0.105
C: -2.753 5.040 0.027
C: 3.997 -3.548 -0.729
C: -3.766 -2.539 -2.070
C: 2.424 -1.953 0.187
C: 2.723 1.140 0.564
C: -4.269 -1.890 0.163
C: 1.495 1.351 1.441
C: 2.164 -4.259 0.812
C: 2.920 2.647 2.980
C: -2.528 -1.919 -1.939
H: -4.932 -1.850 1.015
H: -5.606 -3.031 -1.090
H: 2.891 3.708 2.719
H: 1.506 -3.849 1.571
H: 2.875 -4.943 1.272
H: -4.842 5.169 0.492
H: -1.849 -1.925 -2.775
H: 0.270 3.325 3.421
H: -5.335 2.869 -0.264
H: 1.566 -4.800 0.077
H: 3.708 -3.413 -1.773
H: 0.804 2.010 4.488
H: -2.529 6.042 0.370
H: 4.185 -0.778 -0.282
H: -3.536 1.451 -1.172
H: 3.531 0.705 1.155
H: 3.789 2.197 2.511
H: -2.711 -0.747 1.109
H: 3.039 2.124 0.203
H: 4.245 -4.591 -0.562
H: 4.886 -2.951 -0.526
H: -0.308 1.671 3.145
H: -0.733 4.648 -0.585
H: 3.037 2.570 4.059
H: 3.153 -1.192 -1.668

## Properties
E_LUMO (alpha / beta): -2.4 / -5.2 eV
maximum force: 0.0296 hartree/bohr
relative energy (zero: lowest compared OMol25 entry of this formula, charge and spin): 41.3 kJ/mol
multiplicity: 6
charge: +1
gap between HOMO and LUMO (alpha / beta): 8.437 / 6.635 eV